(1)
The following is a quantum chemistry calculation of a structure of composition C21H60N8O10, from the OMol25 dataset.

The calculation puts the lowest unoccupied orbital energy at 0.00 eV. The calculation puts the highest occupied orbital energy at -8.45 eV. Its multiplicity is 1. For the total energy, the calculation gives -55129.1412 eV.

```
99
C21H60N8O10 ωB97M-V with the def2-TZVPD basis set
C -2.577 -2.912 -0.653
O -3.755 -2.690 -0.471
N -1.770 -1.856 -0.716
N -2.005 -4.067 -0.687
H -2.137 -0.917 -0.775
H -0.803 -2.144 -0.755
H -1.010 -4.182 -0.818
H -2.570 -4.904 -0.730
C 0.528 1.570 2.044
O 1.031 1.514 0.933
N 1.091 1.982 3.125
N -0.741 1.246 2.341
H 2.049 2.273 2.992
H 0.709 1.824 4.047
H -1.264 1.060 1.498
H -1.201 1.548 3.188
C 3.446 3.544 1.797
O 4.014 3.131 2.738
N 2.715 2.879 0.882
N 3.461 4.781 1.579
H 2.528 3.456 0.074
H 2.386 1.931 0.996
H 2.752 5.141 0.956
H 3.766 5.400 2.316
C -0.077 -2.875 1.621
C 0.532 -3.843 0.631
O 0.131 -3.732 -0.687
H 0.607 -2.026 1.651
H -0.046 -3.461 2.540
H -1.114 -2.642 1.379
H 0.229 -4.846 0.932
H 1.616 -3.769 0.714
H 0.382 -4.460 -1.259
C 2.822 -2.826 -2.599
C 1.361 -3.081 -3.126
O 1.070 -2.616 -4.430
H 3.548 -2.737 -3.407
H 3.366 -3.580 -2.030
H 2.814 -1.874 -2.069
H 0.614 -2.817 -2.377
H 1.211 -4.160 -3.081
H 0.125 -2.771 -4.494
C 0.076 -0.629 0.296
C 1.103 -0.673 -0.832
O 1.798 0.583 -0.813
H -0.507 -1.548 0.354
H -0.575 0.237 0.177
H 0.535 -0.552 1.282
H 0.715 -0.970 -1.807
H 1.852 -1.392 -0.502
H 1.865 0.857 0.104
C 0.127 -3.785 5.148
O 0.193 -2.514 5.689
C 0.697 -1.388 4.885
C -0.112 -1.124 3.585
N -1.310 -0.216 3.697
C -2.435 -0.876 4.419
C -3.649 0.060 4.865
O -3.441 1.264 5.556
C -2.942 1.131 6.882
H -0.731 -4.419 5.373
H 1.021 -4.369 5.369
H 0.093 -3.749 4.059
H 1.759 -1.514 4.676
H 0.633 -0.492 5.502
H -0.521 -2.069 3.229
H 0.446 -0.748 2.728
H -1.670 -0.095 2.761
H -2.141 -1.510 5.255
H -2.926 -1.601 3.770
H -4.228 -0.653 5.453
H -4.076 0.397 3.921
H -3.097 2.000 7.522
H -1.969 0.659 7.018
H -3.537 0.407 7.439
C -0.203 1.617 -1.436
O 0.023 3.041 -1.470
C -0.163 3.649 -2.743
C 0.747 3.198 -3.806
N 0.541 3.852 -5.195
C -0.633 3.417 -5.823
C -0.509 3.528 -7.336
O -0.136 2.205 -7.761
C -0.203 1.934 -9.157
H -1.286 1.605 -1.310
H 0.104 1.187 -0.483
H 0.093 1.071 -2.332
H -0.087 4.725 -2.583
H -1.195 3.479 -3.050
H 0.775 2.115 -3.928
H 1.741 3.390 -3.403
H 1.320 3.742 -5.827
H -1.314 4.218 -5.534
H -0.883 2.389 -5.558
H 0.287 4.234 -7.571
H -1.450 3.749 -7.840
H -1.141 2.102 -9.686
H 0.093 0.903 -9.351
H 0.598 2.451 -9.686
```

---

(2)
The following is a quantum chemistry calculation of a cluster of 9 separate species, C21H61N10O14 in total, from the OMol25 dataset.

Its total charge is -1. Its energy above the lowest of the compared OMol25 structures with the same formula, charge and spin is 92.2 kJ/mol. The calculation puts the lowest unoccupied orbital energy at 2.28 eV. The calculation puts the highest occupied orbital energy at -6.01 eV. Its multiplicity is 1. For the total energy, the calculation gives -66329.9065 eV.

```
106
C21H61N10O14 ωB97M-V with the def2-TZVPD basis set
N 0.138 2.136 -0.488
O 0.948 1.336 -1.001
O -0.508 2.882 -1.275
O 0.072 2.306 0.737
C -0.751 5.442 -4.225
O 0.475 5.577 -4.089
N -1.526 4.717 -3.390
N -1.458 6.148 -5.127
H -1.140 4.003 -2.791
H -2.514 4.880 -3.410
H -0.902 6.713 -5.747
H -2.402 5.917 -5.367
C 2.618 2.433 -4.438
O 3.057 1.266 -4.371
N 2.937 3.319 -5.413
N 1.622 2.838 -3.636
H 2.393 4.154 -5.531
H 3.640 2.999 -6.054
H 1.135 2.205 -3.021
H 1.202 3.739 -3.825
C -1.096 6.012 1.147
O -1.754 6.875 1.735
N -0.470 5.032 1.845
N -0.797 5.922 -0.187
H -0.711 4.972 2.818
H -0.159 4.185 1.392
H -1.160 6.621 -0.807
H -0.463 5.031 -0.515
C -0.954 -0.830 -2.821
O -0.469 -2.159 -2.642
C -1.427 -3.176 -2.653
C -0.848 -4.493 -2.222
N -1.696 -5.628 -2.651
C -3.116 -5.486 -2.309
C -3.538 -5.657 -0.833
O -3.949 -6.914 -0.375
C -2.927 -7.885 -0.210
H -0.083 -0.181 -2.750
H -1.689 -0.579 -2.053
H -1.390 -0.700 -3.816
H -1.855 -3.114 -3.667
H -2.284 -2.911 -2.017
H -0.739 -4.380 -1.137
H 0.147 -4.626 -2.644
H -1.503 -6.481 -2.133
H -3.720 -6.145 -2.941
H -3.441 -4.498 -2.637
H -4.305 -4.901 -0.654
H -2.714 -5.306 -0.194
H -2.727 -8.379 -1.163
H -3.279 -8.670 0.459
H -2.015 -7.475 0.231
C 2.961 -2.145 -2.417
O 3.146 -2.243 -1.026
C 1.978 -2.260 -0.249
C 2.206 -2.511 1.244
N 2.685 -1.329 1.944
C 2.924 -1.625 3.358
C 3.583 -0.450 4.020
O 2.762 0.704 3.825
C 2.759 1.625 4.901
H 3.113 -1.203 -2.945
H 2.034 -2.581 -2.802
H 3.738 -2.793 -2.839
H 1.278 -3.012 -0.635
H 1.452 -1.299 -0.325
H 2.911 -3.338 1.366
H 1.249 -2.875 1.641
H 1.930 -0.648 1.932
H 3.665 -2.416 3.509
H 1.994 -1.936 3.852
H 4.565 -0.211 3.600
H 3.740 -0.590 5.095
H 2.042 2.408 4.661
H 3.752 2.046 5.077
H 2.409 1.167 5.832
C -3.218 0.601 1.065
O -3.183 -0.728 0.592
C -1.902 -1.388 0.611
C -1.372 -1.564 2.043
N -0.794 -0.348 2.614
C -0.767 -0.320 4.061
C -0.561 1.032 4.710
O -1.473 2.023 4.259
C -1.030 3.333 4.521
H -4.223 0.993 0.892
H -2.608 1.291 0.470
H -2.994 0.697 2.127
H -1.197 -0.866 -0.039
H -2.234 -2.319 0.154
H -0.519 -2.240 2.129
H -2.203 -1.911 2.668
H -0.896 0.578 2.229
H 0.014 -1.020 4.379
H -1.708 -0.739 4.452
H 0.381 1.357 4.238
H -0.353 1.012 5.782
H -0.006 3.454 4.139
H -0.857 3.563 5.578
H -1.677 4.047 4.021
O 3.708 0.862 -1.685
H 2.751 0.828 -1.531
H 3.790 0.986 -2.646
O 3.015 1.935 1.218
H 2.058 1.813 1.178
H 3.277 1.464 2.016
```

---

(3)
The following is a quantum chemistry calculation of a cluster of 9 separate species, C21H62NO11PS8 in total, from the OMol25 dataset.

The calculation puts the lowest unoccupied orbital energy at 0.31 eV. The calculation puts the highest occupied orbital energy at -8.12 eV. Its multiplicity is 1. For the total energy, the calculation gives -142760.3161 eV.

```
104
C21H62NO11PS8 ωB97M-V with the def2-TZVPD basis set
C 0.162 5.801 2.085
C -0.988 5.519 1.135
O -0.978 6.412 0.024
C -0.999 4.049 0.697
N -1.642 3.874 -0.605
C -2.227 2.540 -0.800
C -1.220 1.397 -0.735
O -0.715 1.051 -2.030
P 0.432 2.044 -2.696
O -0.377 3.427 -2.997
H 0.306 6.877 2.183
H 1.091 5.361 1.718
H -0.036 5.396 3.079
H -1.924 5.744 1.652
H -0.119 6.331 -0.421
H 0.021 3.670 0.655
H -1.509 3.462 1.474
H -2.398 4.549 -0.666
H -3.071 2.334 -0.137
H -2.617 2.531 -1.820
H -0.355 1.596 -0.098
H -1.710 0.514 -0.327
H 1.009 2.396 -1.444
H -0.623 3.909 -2.175
C -5.541 0.430 -2.407
S -6.053 1.971 -1.649
O -5.518 2.000 -0.260
C -7.797 1.568 -1.502
H -4.462 0.477 -2.552
H -5.781 -0.425 -1.775
H -6.037 0.346 -3.375
H -7.901 0.671 -0.892
H -8.223 1.419 -2.494
H -8.279 2.413 -1.014
C -3.816 -3.097 1.383
S -3.553 -1.917 0.059
O -4.131 -2.529 -1.177
C -1.778 -2.117 -0.041
H -4.886 -3.153 1.572
H -3.441 -4.074 1.078
H -3.302 -2.750 2.280
H -1.509 -3.153 -0.242
H -1.335 -1.779 0.897
H -1.428 -1.491 -0.858
C 2.434 -3.959 -2.829
S 1.910 -2.753 -1.606
O 0.903 -3.444 -0.751
C 0.990 -1.697 -2.726
H 2.983 -4.736 -2.302
H 1.549 -4.384 -3.303
H 3.080 -3.477 -3.563
H 0.214 -2.291 -3.210
H 1.668 -1.262 -3.460
H 0.534 -0.900 -2.141
C 3.005 0.448 2.885
S 1.566 1.495 3.128
O 0.980 1.703 1.772
C 2.472 2.980 3.541
H 2.645 -0.529 2.569
H 3.626 0.890 2.105
H 3.553 0.363 3.822
H 3.143 3.231 2.720
H 3.041 2.827 4.457
H 1.745 3.777 3.686
C -2.722 -8.381 -1.391
S -3.124 -6.980 -0.348
O -4.285 -7.392 0.495
C -3.774 -5.932 -1.652
H -2.325 -9.155 -0.740
H -3.630 -8.713 -1.894
H -1.952 -8.085 -2.102
H -4.603 -6.438 -2.148
H -2.974 -5.712 -2.359
H -4.115 -5.001 -1.203
C 2.310 5.334 -4.977
S 3.258 4.118 -4.060
O 2.627 4.046 -2.715
C 4.749 5.105 -3.870
H 1.320 4.905 -5.120
H 2.239 6.244 -4.382
H 2.785 5.524 -5.939
H 4.497 6.034 -3.360
H 5.184 5.300 -4.850
H 5.442 4.522 -3.267
C 7.662 3.852 5.596
S 6.406 4.690 4.624
O 5.136 3.947 4.849
C 7.014 4.171 3.015
H 7.418 4.017 6.643
H 7.634 2.787 5.368
H 8.640 4.277 5.373
H 7.033 3.082 2.979
H 8.007 4.588 2.847
H 6.321 4.560 2.272
C 0.148 -6.987 2.532
S 0.756 -8.301 1.470
O -0.078 -8.241 0.242
C 0.119 -9.668 2.447
H 0.404 -6.048 2.046
H -0.935 -7.081 2.616
H 0.630 -7.049 3.508
H -0.961 -9.555 2.547
H 0.605 -9.679 3.422
H 0.352 -10.584 1.907
```

---

(4)
The following is a quantum chemistry calculation of a cluster of 11 separate species, C21H63N17O13 in total, from the OMol25 dataset.

Its energy above the lowest of the compared OMol25 structures with the same formula, charge and spin is 0.0 kJ/mol. The calculation puts the lowest unoccupied orbital energy at 0.15 eV. The calculation puts the highest occupied orbital energy at -8.29 eV. As for the SMILES: CC1(C)CCCC(C)(C)N1O.NC(N)=O.NC(N)=O.NC(N)=O.NC(N)=O.NC(N)=O.NC(N)=O.NC(N)=O.NC(N)=O.OCCO.OCCO. Its multiplicity is 1. For the total energy, the calculation gives -74755.2094 eV.

```
114
C21H63N17O13 ωB97M-V with the def2-TZVPD basis set
C 10.738 33.006 9.551
C 11.821 33.202 8.499
C 11.087 33.396 7.150
C 12.594 34.435 8.939
C 13.922 34.672 8.188
C 14.792 33.424 8.345
C 14.050 32.207 7.749
C 13.967 32.178 6.199
C 14.934 31.033 8.240
N 12.762 32.042 8.458
O 12.135 30.836 8.127
H 11.041 32.966 10.598
H 10.086 33.881 9.495
H 10.115 32.125 9.383
H 10.422 34.258 7.180
H 11.672 33.429 6.231
H 10.475 32.506 6.967
H 12.011 35.346 8.768
H 12.692 34.443 10.027
H 13.678 34.959 7.163
H 14.390 35.577 8.581
H 15.132 33.267 9.369
H 15.735 33.610 7.823
H 13.157 31.570 5.778
H 14.834 31.668 5.780
H 13.781 33.164 5.777
H 14.572 30.100 7.800
H 14.970 30.966 9.323
H 15.932 31.181 7.824
H 12.052 30.834 7.158
N 17.782 25.329 14.695
C 16.910 24.349 14.395
N 15.958 24.811 13.545
O 17.069 23.169 14.711
H 17.533 26.284 14.489
H 18.561 25.198 15.313
H 15.787 25.767 13.272
H 15.172 24.234 13.297
N 16.684 32.448 11.933
C 17.043 33.582 11.273
N 16.360 34.688 11.689
O 17.811 33.594 10.309
H 17.042 31.557 11.610
H 16.243 32.581 12.823
H 16.344 35.531 11.147
H 15.749 34.645 12.481
N 19.469 28.684 10.411
C 18.869 29.880 10.252
N 19.674 30.884 9.810
O 17.735 30.138 10.700
H 18.994 27.830 10.669
H 20.330 28.564 9.907
H 20.508 30.719 9.287
H 19.193 31.766 9.970
N 14.158 25.997 17.899
C 15.391 26.299 17.407
N 15.317 27.110 16.326
O 16.389 25.744 17.896
H 14.049 25.461 18.738
H 13.437 26.645 17.617
H 16.188 27.577 16.097
H 14.600 26.918 15.653
N 13.533 31.767 11.317
C 13.207 30.595 11.961
N 12.358 29.838 11.219
O 13.605 30.284 13.080
H 13.325 31.975 10.331
H 14.106 32.434 11.801
H 11.966 28.982 11.583
H 12.083 30.185 10.322
N 11.784 28.188 14.629
C 11.227 27.600 15.727
N 10.154 26.820 15.495
O 11.668 27.846 16.860
H 12.454 28.898 14.876
H 11.173 28.264 13.828
H 9.708 26.308 16.230
H 10.004 26.601 14.522
N 18.627 29.817 13.718
C 18.064 29.241 14.791
N 18.620 29.614 15.985
O 17.200 28.351 14.728
H 19.586 30.068 13.872
H 18.201 29.857 12.805
H 18.312 29.335 16.897
H 19.337 30.310 15.912
N 12.333 25.891 11.387
C 11.032 26.261 11.485
N 10.157 25.435 10.870
O 10.700 27.240 12.169
H 13.068 26.507 11.706
H 12.498 25.013 10.932
H 10.472 24.490 10.755
H 9.186 25.656 10.757
O 20.834 25.466 11.564
C 19.815 24.482 11.644
C 18.453 25.000 11.320
O 18.422 25.710 10.074
H 21.669 25.061 11.808
H 19.960 23.559 11.063
H 19.821 24.006 12.633
H 18.156 25.686 12.117
H 17.777 24.147 11.260
H 17.497 25.867 9.842
O 14.761 27.356 12.799
C 15.863 27.827 12.006
C 15.523 27.805 10.506
O 15.494 26.494 9.953
H 14.223 28.152 12.929
H 16.182 28.844 12.231
H 16.755 27.222 12.179
H 16.194 28.434 9.924
H 14.525 28.223 10.323
H 14.751 25.991 10.289
```

---

Number 1: orbital gap 8.45 eV. Number 2: orbital gap 8.29 eV. Number 3: orbital gap 8.43 eV. Number 4: orbital gap 8.44 eV.